Computed, not measured: 10 unconnected molecules or ions with the total composition C23H61NO15S in a non-equilibrium geometry, with wB97M-V/def2-TZVPD.

Geometry as ORCA input:
```
! wB97M-V def2-TZVPD RIJCOSX def2/J DEFGRID3
* xyz 0 1
C 4.1291 4.0994 1.3662
C 3.4766 3.3721 0.1944
N 2.3833 2.4946 0.7159
C 1.4763 2.0661 -0.3754
C 0.0745 2.7070 -0.2232
C -1.0625 1.6721 -0.3361
C -2.1150 2.3220 -1.3011
O -1.9855 2.6221 -2.4155
O -3.3178 2.5114 -0.6711
C -2.9920 2.5613 0.7190
C -2.0084 1.4376 0.8554
C -1.4627 1.2469 2.2669
C -0.3424 0.2255 2.3803
C -0.5964 -1.0443 1.5569
C 0.7794 -1.6286 1.1896
S 0.6066 -3.1116 0.2302
O -0.2493 -4.0619 0.8313
O 0.3068 -2.7545 -1.1084
O 2.0978 -3.7542 0.2246
C 3.0311 1.3818 1.3569
C 3.7066 0.2593 0.5751
O 3.0495 1.3304 2.5301
H 4.6885 3.4287 2.0130
H 3.3351 4.5266 1.9654
H 4.7917 4.8742 1.0008
H 4.2504 2.7472 -0.2727
H 3.0818 4.0600 -0.5380
H 1.9100 2.4012 -1.3171
H 1.3763 0.9842 -0.4319
H 0.0089 3.3207 0.6698
H -0.0314 3.3788 -1.0707
H -0.7976 0.7498 -0.8409
H -3.7994 2.4472 1.4390
H -2.5914 3.5673 0.8869
H -2.4729 0.4788 0.5944
H -1.0486 2.2120 2.5778
H -2.2782 1.0613 2.9596
H -0.2963 -0.0863 3.4222
H 0.6386 0.6338 2.1526
H -1.1064 -1.8189 2.1177
H -1.1017 -0.8662 0.6165
H 1.2417 -0.9052 0.5267
H 1.3883 -1.7447 2.0818
H 2.6770 -3.0791 0.6338
H 4.7583 0.4771 0.4407
H 3.6141 -0.6446 1.1607
H 3.1902 0.0946 -0.3682
C 6.0801 -3.2275 0.0989
O 4.8761 -2.6550 -0.4036
H 6.8226 -2.4376 0.1788
H 5.9133 -3.6636 1.0876
H 6.4487 -3.9984 -0.5815
H 4.2283 -3.3641 -0.4720
C -4.0725 -1.8781 -1.5479
O -2.9829 -1.4133 -0.7539
H -4.9986 -1.5382 -1.0903
H -4.0061 -1.4837 -2.5617
H -4.0606 -2.9681 -1.5778
H -2.1729 -1.7331 -1.1702
C -4.2508 -4.5145 1.2537
O -3.1549 -4.0320 2.0309
H -5.1753 -4.1757 1.7099
H -4.1860 -4.1219 0.2384
H -4.2360 -5.6089 1.2306
H -2.3406 -4.3375 1.6125
C -7.7882 -4.9237 0.7046
O -7.3158 -3.6037 0.4542
H -7.1388 -5.6193 0.1787
H -7.7576 -5.1459 1.7748
H -8.8105 -5.0414 0.3366
H -7.8966 -2.9961 0.9238
C -4.2720 -2.8847 -5.7864
O -3.7490 -3.1625 -4.4925
H -5.2957 -2.5332 -5.6738
H -3.6729 -2.1066 -6.2702
H -4.2698 -3.7892 -6.3994
H -2.8436 -3.4711 -4.6053
C 5.6164 6.5389 4.7188
O 5.3027 5.8698 3.5020
H 4.7497 7.1253 5.0126
H 5.8413 5.8162 5.5076
H 6.4695 7.2086 4.5809
H 6.0737 5.3525 3.2475
C -6.2685 0.6553 -5.4857
O -6.5429 -0.0080 -6.7175
H -7.1514 1.2137 -5.1862
H -6.0299 -0.0762 -4.7089
H -5.4330 1.3477 -5.6129
H -5.7465 -0.4920 -6.9586
C 4.1620 -3.0603 3.8254
O 3.0994 -3.1268 2.8743
H 4.4227 -2.0144 3.9647
H 3.8424 -3.4804 4.7807
H 5.0368 -3.6023 3.4588
H 2.8649 -4.0539 2.7481
C 4.3047 5.6078 -3.0697
O 4.8453 5.3139 -1.7839
H 3.2948 5.9861 -2.9323
H 4.9056 6.3687 -3.5732
H 4.2678 4.7052 -3.6853
H 5.7386 4.9801 -1.9167
*
```

Calculated values
Structure (SMILES): CCN(CC[C@@H]1C(=O)OC[C@@H]1CCCCS(=O)(=O)O)C(C)=O.CO.CO.CO.CO.CO.CO.CO.CO.CO
Total energy, eV: -67873.1280
HOMO level, eV: -9.03

Computed, not measured: 8 unconnected molecules or ions with the total composition C23H61O22S7 in a non-equilibrium geometry, with wB97M-V/def2-TZVPD.

Geometry as ORCA input:
```
! wB97M-V def2-TZVPD RIJCOSX def2/J DEFGRID3
* xyz -1 1
C 1.2181 0.6665 -0.1414
C -0.3180 0.7254 -0.0173
O -0.8550 0.0850 1.0902
H 1.5942 1.1503 -1.0469
H 1.5619 -0.3708 -0.2273
H 1.6199 0.9505 0.8338
H -0.7704 0.3446 -0.9519
H -0.7072 1.7595 0.0462
O -4.7803 -0.1406 1.6570
S -4.4718 1.2702 1.8222
O -5.5125 2.2386 1.7266
O -3.8360 1.4538 3.2892
C -3.0207 0.4091 3.8142
C -2.7070 0.7582 5.2610
C -3.0822 1.7303 0.8067
H -2.0378 0.3787 3.3370
H -3.4769 -0.5754 3.7312
H -2.1384 -0.0270 5.7674
H -3.5205 0.8311 5.9894
H -2.1640 1.7002 5.3301
H -2.8413 2.7608 1.0547
H -3.3516 1.5528 -0.2325
H -2.2211 1.0852 1.0009
O 0.8216 2.6890 4.0888
S 0.1225 3.5404 3.1888
O -1.2926 3.8227 3.3275
O 0.9590 4.9369 2.9480
C 0.1782 6.0912 2.6682
C -0.3080 6.1339 1.2215
C 0.3067 2.8537 1.4818
H 0.8455 6.9498 2.7546
H -0.6233 6.2656 3.3847
H -0.5424 7.1444 0.8828
H -1.2210 5.5934 0.9502
H 0.3435 5.6671 0.4792
H 0.0294 3.5956 0.7396
H -0.2822 1.9360 1.4455
H 1.3475 2.5792 1.3127
O 1.3661 -6.8002 -2.1522
S 0.5435 -5.6257 -1.9642
O 0.0861 -5.2918 -0.6119
O 1.2464 -4.3977 -2.7091
C 0.9596 -3.0720 -2.2974
C 1.4605 -2.0530 -3.2968
C -0.9343 -5.9640 -3.0178
H 1.4201 -2.9390 -1.3119
H -0.0869 -2.8827 -2.0464
H 0.8406 -2.0216 -4.1899
H 2.4770 -2.3029 -3.6148
H 1.6791 -1.1042 -2.8076
H -1.4655 -5.0350 -3.2102
H -1.5682 -6.6845 -2.5055
H -0.5810 -6.4648 -3.9164
O -2.2370 -2.3310 -2.7861
S -3.3869 -2.6677 -1.9628
O -4.7252 -2.5299 -2.4630
O -3.0197 -4.1532 -1.3111
C -4.0345 -4.9377 -0.6638
C -3.3856 -6.0043 0.1819
C -3.2093 -1.7183 -0.3859
H -4.6558 -5.3348 -1.4696
H -4.7105 -4.3169 -0.0701
H -2.7787 -6.6668 -0.4379
H -4.0959 -6.6550 0.6917
H -2.7136 -5.5915 0.9339
H -2.3820 -2.1827 0.1448
H -4.0802 -1.8075 0.2610
H -3.0145 -0.6828 -0.6505
O 0.9884 -4.5481 4.0774
S 0.2101 -3.4333 3.6026
O -1.1501 -3.2629 4.0464
O 1.0868 -2.1324 3.9897
C 0.6082 -0.9160 3.4097
C 1.6912 -0.2952 2.5565
C 0.2769 -3.3121 1.8293
H 0.3023 -0.1938 4.1670
H -0.2215 -1.1663 2.7451
H 2.6889 -0.1621 2.9733
H 1.3027 0.6730 2.2451
H 1.7972 -0.8176 1.6026
H -0.2359 -2.3889 1.5379
H -0.2942 -4.1312 1.3964
H 1.3039 -3.3272 1.4754
O 5.2566 -1.9221 -4.2742
S 5.8898 -1.8168 -2.9837
O 6.5797 -0.5866 -2.6416
O 4.7469 -2.1578 -1.8336
C 5.0516 -1.7906 -0.4797
C 4.6083 -0.3559 -0.2857
C 7.1108 -3.1996 -2.6916
H 6.0951 -1.8611 -0.1605
H 4.4786 -2.4509 0.1721
H 3.6096 -0.2521 -0.7010
H 5.3384 0.2841 -0.7745
H 4.5615 -0.1520 0.7865
H 7.8738 -3.0293 -3.4467
H 6.6005 -4.1489 -2.8266
H 7.4653 -3.0412 -1.6774
O -1.9103 3.9363 -1.0566
S -1.4976 4.5619 -2.2738
O -2.4255 4.6722 -3.3800
O -0.8091 6.0468 -2.0840
C -0.6317 6.8507 -3.2247
C 0.5432 7.7900 -2.9846
C -0.0472 3.6592 -2.8626
H -1.5760 7.3539 -3.4421
H -0.3517 6.3335 -4.1470
H 0.5612 7.9880 -1.9099
H 0.5502 8.7492 -3.4939
H 1.4184 7.1790 -3.2075
H 0.1975 4.1058 -3.8243
H -0.2406 2.6003 -3.0255
H 0.7185 3.7511 -2.0950
*
```

Calculated values
Total energy, eV: -145727.2771
HOMO level, eV: -5.23
Energy above the lowest of the compared OMol25 structures with the same formula, charge and spin, kcal/mol: 2.7

Computed, not measured: a molecular structure, C23H62AsF6O22S8 in a non-equilibrium geometry, with wB97M-V/def2-TZVPD.

Geometry as ORCA input:
```
! wB97M-V def2-TZVPD RIJCOSX def2/J DEFGRID3
* xyz -1 1
As 8.6855 -28.1450 21.4917
F 9.6125 -29.1967 20.3655
F 10.0622 -27.1724 21.8621
F 7.7128 -27.2976 22.7015
F 7.1063 -29.0880 21.1695
F 9.1488 -29.3241 22.7212
F 8.1392 -27.0101 20.2028
O 10.7887 -24.9912 17.2823
S 11.8286 -25.9768 17.5292
O 12.7108 -26.3785 16.4495
O 12.8611 -25.3083 18.7279
C 12.2780 -24.8250 19.8903
C 12.3457 -23.3566 19.6769
C 11.2331 -27.4398 18.5252
H 12.9280 -25.1772 20.6914
H 11.3060 -25.2055 20.2040
H 11.6553 -23.0754 18.8817
H 13.3437 -23.0463 19.3672
H 11.9933 -22.8321 20.5650
H 11.9783 -28.2307 18.6099
H 10.2711 -27.7030 18.0853
H 10.9053 -27.1703 19.5292
O 9.5804 -22.2837 24.0345
S 9.8014 -23.6764 23.7280
O 11.0333 -24.2570 23.2614
O 9.3030 -24.5574 25.1141
C 9.7210 -25.9182 25.1986
C 8.7724 -26.6659 26.1181
C 8.4216 -24.3575 22.6745
H 10.6739 -25.9875 25.7234
H 9.6849 -26.3875 24.2155
H 8.6882 -27.7393 25.9484
H 7.7814 -26.2570 25.9212
H 9.0790 -26.3554 27.1169
H 8.8609 -25.0984 22.0067
H 8.0232 -23.5467 22.0646
H 7.6208 -24.8634 23.2139
O 7.2892 -21.8006 17.0385
S 7.9822 -22.4147 18.1739
O 9.3944 -22.1382 18.4091
O 7.0871 -22.1361 19.5967
C 5.6976 -22.0547 19.4682
C 4.9392 -22.5138 20.7354
C 7.7939 -24.2443 18.1766
H 5.4543 -22.7550 18.6692
H 5.2288 -21.1455 19.0919
H 5.1683 -21.8370 21.5585
H 5.4300 -23.4369 21.0438
H 3.8577 -22.5918 20.6245
H 8.2875 -24.7374 17.3391
H 6.7689 -24.6146 18.1611
H 8.2912 -24.5347 19.1021
O 4.4805 -26.0188 20.6893
S 3.8724 -26.2805 19.3814
O 4.3898 -25.5068 18.2350
O 3.9801 -27.8809 19.0404
C 3.8008 -28.8875 20.0162
C 3.5569 -30.2592 19.3364
C 2.0568 -26.1608 19.4348
H 3.0147 -28.6618 20.7368
H 4.6853 -28.9264 20.6520
H 2.5253 -30.2311 18.9854
H 3.7429 -31.1234 19.9740
H 4.3759 -30.3145 18.6193
H 1.7537 -25.1192 19.5404
H 1.6206 -26.9426 20.0567
H 1.7948 -26.4774 18.4253
O 11.4187 -33.1525 20.5914
S 10.4406 -33.5247 19.5741
O 10.6916 -34.6332 18.6594
O 8.9982 -33.8219 20.3968
C 8.7424 -32.9778 21.5108
C 7.3022 -33.1751 21.9562
C 9.8522 -32.0865 18.5563
H 9.0029 -31.9446 21.2810
H 9.3667 -33.2393 22.3652
H 6.9702 -34.2112 21.8895
H 6.6098 -32.4754 21.4881
H 7.1569 -33.0294 23.0266
H 10.6058 -31.8415 17.8079
H 9.7483 -31.2228 19.2132
H 8.8936 -32.3398 18.1037
O 5.3283 -28.7054 13.4052
S 4.4824 -28.5561 14.5675
O 3.1280 -29.1264 14.6703
O 5.3010 -29.2009 15.9017
C 6.5061 -28.6004 16.2462
C 7.0825 -29.2449 17.4901
C 4.3486 -26.7190 15.0216
H 6.2295 -27.5654 16.4474
H 7.2224 -28.7640 15.4410
H 8.0813 -28.8533 17.6827
H 7.1509 -30.3246 17.3572
H 6.4785 -28.9971 18.3629
H 4.0540 -26.8450 16.0634
H 3.4989 -26.3536 14.4449
H 5.2908 -26.1880 14.8860
O 5.5990 -30.2828 26.8925
S 5.6640 -30.6360 25.4529
O 5.2171 -31.9480 25.0468
O 4.7990 -29.4159 24.6473
C 4.9529 -28.0294 25.0810
C 3.5044 -27.3253 25.0930
C 7.3706 -30.2339 24.8946
H 5.6911 -27.4968 24.4814
H 5.4280 -27.9476 26.0585
H 3.6285 -26.2761 25.3611
H 2.8188 -27.8483 25.7596
H 3.1295 -27.3450 24.0697
H 7.3237 -30.1710 23.8074
H 8.0823 -30.9848 25.2378
H 7.5936 -29.3264 25.4556
C 12.3706 -30.0207 22.3382
S 13.4348 -29.5933 23.7773
O 14.8402 -30.1550 23.5807
C 13.5908 -27.8454 23.3854
H 12.9668 -30.1728 21.4385
H 11.6158 -29.2440 22.2150
H 11.9625 -31.0106 22.5424
H 13.9724 -27.5884 22.3972
H 14.2812 -27.4796 24.1454
H 12.6715 -27.3103 23.6234
*
```

Calculated values
Total energy, eV: -233726.7359
HOMO level, eV: -7.12
Energy above the lowest of the compared OMol25 structures with the same formula, charge and spin, kcal/mol: 78.6